2 unconnected molecules or ions with the total composition C24H29N3O5S at a distorted geometry. Source: the Open Molecules 2025 dataset; level of theory: wB97M-V/def2-TZVPD.

Each line ends with the natural charge from an NBO analysis.
CARTESIAN COORDINATES (ANGSTROEM)
C 4.253 4.300 -1.063  -0.620
C 4.423 3.036 -0.330  0.071
C 5.559 2.880 0.411  -0.258
C 5.521 1.627 1.204  -0.137
C 4.452 0.572 1.071  -0.285
C 3.244 0.876 0.487  0.117
C 3.110 2.023 -0.143  0.028
C 1.914 2.514 -1.165  -0.645
H 1.633 3.566 -0.977  0.210
H 1.150 1.839 -0.690  0.242
H 1.982 2.542 -2.099  0.193
N 2.115 0.158 0.302  -0.491
C 1.969 -0.800 -0.961  -0.263
C 2.722 -1.866 -0.899  -0.281
N 2.410 -2.817 0.069  -0.679
S 1.156 -3.974 0.179  2.273
O 1.436 -4.719 -1.178  -0.944
O 1.251 -4.804 1.316  -0.879
C -0.242 -2.973 -0.021  -0.437
C -1.005 -2.744 1.355  -0.121
C -2.215 -2.086 1.164  -0.315
C -2.823 -1.582 0.196  0.275
C -2.079 -1.881 -1.110  -0.077
C -0.952 -2.647 -1.001  -0.125
H -0.386 -2.797 -2.330  0.190
C -2.784 -1.443 -2.330  -0.425
H -3.160 -2.456 -2.992  0.233
H -2.248 -0.588 -2.933  0.246
C -4.155 -0.831 -1.532  -0.230
N -3.847 -1.006 -0.130  -0.444
C -4.659 -0.319 0.714  0.677
O -4.445 -0.543 1.823  -0.583
C -5.900 0.348 0.341  -0.461
H -6.805 -0.378 0.689  0.255
H -6.054 0.327 -0.754  0.243
C -5.867 1.904 0.990  -0.545
H -6.850 2.201 0.665  0.293
C -4.850 2.589 0.566  0.714
O -4.289 2.322 -0.693  -0.614
O -4.713 3.857 1.018  -0.597
H -5.023 3.759 1.900  0.478
H -5.828 1.674 2.259  0.259
H -4.212 0.229 -1.845  0.248
H -5.060 -1.412 -1.921  0.204
H -2.769 -1.786 2.109  0.250
H -0.374 -3.207 2.143  0.257
C 2.708 -2.276 1.519  -0.215
H 3.838 -2.223 1.668  0.200
C 1.974 -0.695 1.441  -0.245
H 0.729 -0.866 1.625  0.195
H 2.275 -0.216 2.406  0.204
H 2.247 -2.796 2.182  0.184
H 3.969 -1.699 -1.058  0.222
H 2.488 -2.596 -1.730  0.280
H 0.985 -0.871 -0.794  0.222
H 2.292 0.111 -1.471  0.253
H 4.480 -0.198 1.765  0.203
H 6.255 1.482 1.897  0.190
H 6.253 3.583 0.445  0.201
H 4.072 4.064 -1.885  0.186
H 5.227 4.735 -1.234  0.204
H 3.505 4.976 -0.652  0.217

Results
LUMO level ... -0.44 eV
Relative energy (zero: lowest compared OMol25 entry of this formula, charge and spin) ... 520.4 kcal per mole
Spin multiplicity ... 1
HOMO energy ... -7.85 eV
Electronic energy ... -1869.8497 hartree
Gap between HOMO and LUMO ... 7.408 eV